No. 1
{"formula": "C2H8NO", "method": "ωB97M-V/def2-TZVPD", "multiplicity": 2, "homo_energy_ev": [-4.80, -9.58], "energy_ev": -5738.702, "species": ["H", "H", "H", "C", "O", "H", "C", "H", "H", "N", "H", "H"], "coordinates": [[1.541780, -0.138899, -0.117512], [-0.762877, 2.908585, -0.213467], [0.048010, -1.183902, -0.239438], [-0.359074, 0.814564, 0.091254], [-0.389160, -2.793736, -0.072795], [-1.408109, 0.450871, 0.322358], [0.036486, 2.173129, 0.003736], [0.724128, 2.452000, 0.844968], [-0.091074, -3.527629, -0.559816], [0.525743, -0.178514, -0.016397], [-0.767025, -3.297846, 0.720870], [0.901168, 2.321376, -0.763759]], "forces_ev_per_a": [[-0.9, 0.5, 0.0], [0.6, -0.4, 0.5], [2.2, 3.4, 0.9], [-3.0, -0.7, 0.1], [-1.7, -1.0, 2.8], [1.4, 0.9, -0.4], [2.7, 2.2, -0.8], [-1.0, 0.4, 0.4], [0.9, -1.3, -1.6], [-0.1, -5.3, -0.9], [0.6, 1.6, -1.3], [-1.6, -0.3, 0.2]], "lowdin_charge": [0.0843, 0.0725, 0.0911, -0.3828, -0.0554, 0.1082, -0.1910, 0.0658, 0.0238, -0.0160, 0.1121, 0.0874]}

***

No. 2
{"formula": "C46H49InN10O9SeSi", "method": "ωB97M-V/def2-TZVPD", "homo_energy_ev": -2.50, "total_charge": -2, "energy_ev": -160227.420, "species": ["H", "C", "O", "C", "C", "C", "C", "H", "C", "C", "C", "H", "C", "O", "H", "C", "H", "H", "H", "H", "C", "C", "C", "H", "C", "H", "C", "H", "C", "C", "H", "C", "C", "C", "O", "C", "O", "H", "N", "In", "H", "H", "O", "H", "H", "H", "H", "C", "H", "H", "H", "N", "H", "C", "H", "C", "H", "C", "C", "Se", "C", "Si", "C", "H", "O", "C", "H", "H", "C", "H", "C", "C", "C", "C", "H", "N", "C", "H", "C", "C", "N", "C", "O", "C", "H", "H", "H", "H", "C", "N", "H", "H", "O", "N", "N", "C", "N", "O", "H", "N", "H", "C", "C", "C", "H", "H", "H", "H", "H", "H", "C", "H", "H", "N", "C", "H", "H"], "coordinates": [[3.795182, -3.066016, -3.865398], [-1.772849, -4.709343, -0.582687], [-0.089137, -2.832555, 3.745391], [2.415089, -1.544641, -3.180278], [-0.985482, 1.958842, -0.230168], [3.398125, -0.750952, -2.332231], [1.302147, -2.385082, 6.476947], [2.161370, -2.977181, 6.191642], [-0.543694, -1.910363, 7.973851], [-0.276937, -0.621701, 6.004316], [0.887506, 2.722611, -3.486047], [1.540666, 1.995721, -3.002168], [1.325361, -0.803674, 4.377322], [-1.826570, -4.265517, 5.260557], [-4.157635, -0.976259, -4.348228], [-1.033621, 6.400635, 3.636854], [-0.416627, -5.796343, 2.819181], [6.098574, 3.486537, 1.579306], [2.396211, -2.805433, -4.924582], [-2.988414, 2.993662, -2.983122], [-1.079866, 4.208772, 2.740142], [-1.237230, 3.686210, 4.012914], [-0.436895, 0.374829, 4.909555], [-1.985208, -0.048970, -6.317853], [0.438866, 2.226232, -4.856526], [-1.884435, -0.314222, 7.383513], [-3.093596, 2.320381, -2.142062], [-3.514546, -3.312445, -5.232441], [4.950929, 0.747555, 3.235581], [-2.503929, -3.136110, -4.863176], [-1.795875, -3.684771, -5.485648], [-3.462480, 0.578661, 0.145075], [-1.179671, 5.875193, 4.919478], [-1.239021, 2.201159, 3.842571], [-0.847129, -1.536339, -4.374592], [5.786409, 1.800490, 2.867535], [-2.334771, -1.669577, 4.472768], [-1.095291, -2.154856, 8.873912], [1.796441, -0.231866, 1.640599], [-0.826572, -1.288317, 1.902034], [-0.002340, 4.173465, -5.677818], [2.262578, 2.886357, -5.821194], [0.563381, -3.899639, 0.573288], [-0.956107, 7.474109, 3.509875], [-2.869093, 0.188858, -4.006309], [1.145891, -1.965866, -1.462397], [5.190229, 0.093364, 4.063578], [-0.063434, -4.792279, 1.117300], [0.692711, -4.570609, 2.908506], [-0.881229, 2.836170, -6.447690], [0.026229, 2.884466, -2.835464], [2.446470, -1.075793, 3.762535], [6.718357, 1.954335, 3.398082], [-0.514009, 3.226465, -5.497795], [-5.133949, 1.820618, -2.561505], [0.586741, -2.649995, 7.642530], [-3.605997, -0.045523, 1.015741], [-2.103352, 2.011019, -1.236932], [0.307843, 1.219792, -0.498454], [-1.702907, -3.133311, 4.099613], [-4.477535, 0.818387, -0.784883], [-0.008002, -0.284663, -3.767319], [5.437989, 2.666877, 1.832816], [0.788297, -2.931472, -2.908259], [-0.294211, 1.007933, -4.735533], [-0.977216, 5.565516, 2.522370], [-3.067190, -1.217154, -2.967063], [-1.610090, -5.289623, -1.493406], [-2.193696, -1.118191, -6.314410], [3.718932, -1.627653, -4.905068], [0.850657, -1.365128, 5.671820], [-0.992479, -0.879675, 7.150638], [-1.039778, 3.025940, 1.829056], [-2.173635, -1.651813, -4.884732], [-5.440499, 0.343037, -0.643138], [0.496766, 0.186709, 3.977055], [3.446173, 1.438721, 1.481262], [2.841369, -0.093773, -1.664018], [3.131973, -2.310672, -4.289246], [1.641917, 1.990267, -5.770101], [0.330139, -5.324450, 2.325456], [1.589271, -2.486195, -2.317673], [-0.533894, 0.014495, -2.234109], [-4.299913, 1.663315, -1.887473], [4.051848, -0.148745, -2.965589], [-1.208692, 6.547725, 5.768518], [-1.425177, -1.619865, -6.904378], [3.943283, 3.183513, 0.344894], [3.790630, 0.579516, 2.509685], [0.545839, 0.314938, -1.365107], [1.431368, 3.662845, -3.585272], [-1.366830, 3.411112, -4.845436], [1.574869, -0.600533, -3.843021], [-1.192732, -5.378192, 0.568170], [1.444368, 1.653612, 0.175797], [4.245552, 2.503357, 1.129272], [-0.866789, 3.147315, 0.574165], [-2.358878, -3.637683, 2.672574], [-2.428598, -3.512837, -3.847004], [-1.191682, 1.861593, 2.573902], [-1.382704, 4.079771, 6.116833], [2.633020, -0.349534, 2.634026], [-3.129555, -0.868266, -3.997758], [-2.282835, 1.206479, -0.181052], [0.901289, -3.460508, 8.289263], [-2.844123, -4.589014, -0.428067], [-1.328977, -3.721019, -0.712702], [-1.877818, -5.503151, 1.302022], [1.304533, 1.736846, -6.776732], [-0.850503, 5.953191, 1.520287], [2.133141, 0.947044, 0.967535], [2.219162, -3.287482, -1.931654], [-3.166925, -1.296279, -6.775119], [-1.243794, 1.410332, 4.927135], [-1.277241, 4.500226, 5.125435], [2.238216, 1.165153, -5.386382], [4.007984, -1.423151, -1.727613]], "forces_ev_per_a": [[0.0, 0.0, 0.0], [0.0, 0.1, -0.1], [-0.3, 0.0, -0.6], [0.1, -0.2, 0.2], [0.0, -0.2, 0.0], [0.0, 0.0, 0.1], [0.0, 0.0, 0.2], [0.0, 0.0, 0.0], [-0.1, 0.1, 0.0], [0.2, 0.1, 0.1], [0.0, 0.0, 0.0], [0.1, 0.0, 0.0], [0.0, 0.0, 0.1], [0.0, 0.1, -0.1], [0.0, 0.0, 0.0], [0.0, 0.0, 0.0], [0.0, 0.0, 0.0], [0.0, 0.0, 0.0], [0.0, 0.0, 0.0], [0.0, 0.0, 0.0], [0.1, -0.1, 0.0], [0.0, 0.0, 0.0], [-0.1, -0.1, 0.2], [0.0, 0.0, 0.0], [0.1, 0.1, 0.0], [0.0, 0.0, 0.0], [0.0, 0.0, 0.0], [0.0, 0.0, 0.0], [0.0, 0.0, 0.0], [0.1, 0.0, 0.0], [0.0, 0.0, 0.0], [0.0, 0.0, 0.0], [0.0, 0.0, 0.0], [0.0, 0.1, 0.1], [0.0, -0.1, -0.1], [0.0, 0.0, -0.1], [-0.1, 0.0, -0.1], [0.0, 0.0, 0.0], [-0.2, 0.1, -0.4], [0.2, 0.0, 0.0], [0.0, 0.0, 0.0], [0.0, 0.0, 0.0], [0.2, 0.1, -0.3], [0.0, 0.0, 0.0], [0.0, 0.1, 0.0], [0.1, -0.1, -0.1], [0.0, 0.0, 0.0], [0.1, 0.0, 0.3], [0.0, 0.0, 0.0], [0.0, 0.0, 0.0], [0.0, 0.0, 0.0], [0.1, -0.1, -0.1], [0.0, 0.0, 0.0], [0.0, 0.0, 0.0], [0.0, 0.0, 0.0], [0.1, 0.0, -0.1], [0.0, 0.0, 0.0], [-0.1, -0.1, 0.0], [-0.2, 0.0, 0.2], [-0.3, -0.5, 0.1], [0.0, 0.0, 0.0], [0.1, 0.0, -0.2], [0.0, 0.0, 0.0], [0.0, -0.1, 0.0], [-0.1, -0.1, -0.1], [0.0, 0.0, 0.0], [0.0, 0.0, 0.0], [0.0, 0.0, -0.1], [0.0, 0.0, 0.0], [0.0, 0.0, 0.0], [0.1, 0.2, 0.1], [0.0, 0.0, 0.2], [-0.1, 0.1, 0.1], [-0.1, 0.1, 0.0], [0.0, 0.0, 0.0], [0.1, 0.0, -0.2], [0.0, 0.0, 0.0], [0.1, -0.1, 0.0], [-0.1, 0.0, 0.1], [-0.1, 0.0, 0.1], [0.0, 0.0, 0.1], [0.0, 0.0, 0.2], [0.0, 0.0, 0.4], [0.0, 0.0, 0.0], [0.0, 0.0, 0.0], [0.0, 0.0, 0.0], [0.0, 0.0, 0.0], [0.0, 0.0, 0.0], [0.0, 0.0, 0.0], [-0.2, 0.0, -0.1], [0.0, 0.0, 0.0], [0.0, 0.0, 0.0], [-0.1, 0.3, -0.3], [-0.2, 0.0, 0.1], [-0.1, 0.2, -0.4], [0.0, 0.0, 0.0], [0.1, 0.1, -0.1], [0.0, -0.1, 0.0], [0.0, -0.1, 0.1], [-0.1, 0.0, -0.1], [0.0, 0.0, 0.0], [0.0, -0.2, 0.4], [0.0, -0.1, 0.0], [0.0, 0.0, 0.0], [0.0, 0.0, 0.0], [0.0, 0.0, 0.0], [0.0, 0.0, 0.0], [0.0, 0.0, 0.1], [0.0, 0.0, 0.0], [0.0, 0.0, 0.0], [0.3, 0.0, 0.3], [0.0, 0.0, 0.1], [0.0, 0.0, 0.0], [-0.1, 0.1, 0.0], [-0.1, 0.0, 0.0], [0.0, 0.0, 0.0], [0.1, 0.0, 0.0]], "lowdin_charge": [0.0823, -0.0997, -0.5763, -0.6263, -0.2421, -0.0222, -0.0188, 0.1126, -0.0876, -0.1257, -0.0125, 0.0781, -0.3186, -0.5056, 0.0914, -0.1026, 0.0835, 0.0902, 0.0841, 0.0885, -0.0962, -0.0948, -0.3079, 0.0725, -0.6323, 0.1131, -0.0363, 0.0823, -0.0156, -0.0270, 0.0849, -0.0196, -0.1018, -0.2799, -0.0766, -0.0964, -0.5000, 0.0906, 0.1478, 0.9334, 0.0834, 0.0823, -0.0169, 0.0882, 0.0707, 0.0754, 0.1095, -0.6563, 0.0716, 0.0813, 0.0864, 0.2042, 0.0905, -0.0312, 0.0926, -0.0889, 0.0894, -0.0865, -0.2810, 0.6368, -0.0804, 0.1523, -0.0951, 0.0832, -0.0873, -0.0241, 0.0983, 0.0647, -0.0295, 0.0768, -0.1286, -0.0186, -0.2859, -0.6392, 0.0952, 0.1129, -0.0940, 0.0581, -0.0316, -0.0257, 0.1475, -0.0287, -0.1087, -0.1049, 0.0801, 0.0886, 0.0874, 0.1092, -0.0905, 0.1013, 0.0912, 0.0714, -0.0891, -0.0025, 0.2123, -0.0153, 0.1910, -0.5603, 0.0819, 0.1848, 0.1073, -0.2849, -0.0261, -0.1267, 0.0909, 0.0803, 0.0671, 0.0963, 0.0838, 0.1059, -0.2724, 0.0938, 0.0814, 0.1977, -0.0208, 0.0734, 0.0901]}

***

No. 3
{"formula": "C5H7OP", "method": "ωB97M-V/def2-TZVPD", "multiplicity": 3, "homo_energy_ev": [-7.08, -8.94], "energy_ev": -16626.778, "species": ["P", "C", "H", "C", "C", "H", "H", "H", "H", "H", "C", "H", "O", "C"], "coordinates": [[0.053446, -0.755722, -0.947600], [-1.979739, -0.514691, 0.836293], [1.969611, 0.844200, -0.513389], [-1.050337, 0.270950, 0.095064], [0.535267, -1.819898, 0.463436], [1.020031, 1.341778, -1.810403], [0.257574, 1.713332, 1.163746], [-0.503656, -2.325202, 0.626468], [1.346780, -2.485406, -0.050681], [-0.591210, 2.334451, -0.273774], [-0.193123, 1.473080, 0.131926], [0.763112, -1.194650, 1.326882], [-2.486461, 0.134062, -0.216600], [0.858700, 0.983716, -0.831366]], "forces_ev_per_a": [[-0.3, 1.0, -0.8], [-1.1, 0.5, 1.1], [-1.9, 0.6, 0.2], [0.7, -1.8, -1.1], [-0.1, -1.1, -1.6], [-0.7, 1.0, -1.1], [-0.9, -0.4, -1.4], [2.1, 0.4, -0.2], [-1.3, 0.8, 1.9], [-1.5, 2.0, -0.3], [2.0, 0.4, 2.0], [0.5, -0.6, 0.1], [-1.2, 0.5, 0.0], [3.8, -3.1, 1.1]], "lowdin_charge": [0.9575, -0.0051, 0.1022, -0.6027, -0.3239, 0.0381, 0.1537, 0.0550, 0.0580, 0.0879, -0.2050, 0.0368, -0.0252, -0.3272]}

***

Here are the calculated molecular weight numbers, same order: 62.09; 1107.82; 114.08 (g/mol).
Here are the calculated relative energy (zero: lowest compared OMol25 entry of this formula, charge and spin) numbers, same order: 96.7; 583.2; 460.9 (kJ/mol).